The following is a DFT calculation (ωB97M-V with the def2-TZVPD basis set) of a 6-piece molecular cluster, C20H56N4O6 overall at a distorted geometry.

Last column: Löwdin charge in e.
Cartesian coordinates (Å):
O -3.1525 4.9829 -4.0559  -0.197
O 4.2701 -4.0008 -1.0716  -0.187
O -3.0310 2.1244 1.6092  -0.179
O 0.1679 -0.6305 4.8387  -0.187
O 4.0891 2.1503 1.3517  -0.085
O 0.2202 0.8768 -1.4659  -0.109
N 7.7988 -5.0593 -0.6381  0.028
N -6.0110 0.7309 -0.1048  0.024
N -2.2923 1.6386 -2.8036  0.030
N -2.2451 -2.7320 3.0990  0.044
C 0.0791 0.5288 5.6258  -0.111
C -4.3767 -0.4332 1.2396  -0.061
C -3.0814 3.5761 -3.9988  -0.214
C 2.9699 1.7658 0.5436  -0.308
C -1.0025 3.7206 -2.6285  -0.057
C 3.2629 1.9711 -0.9351  -0.090
C 0.1569 -2.3326 2.5754  -0.057
C -0.6949 -1.3549 -1.1402  -0.079
C 6.3464 -5.2671 -0.8223  -0.433
C 5.8669 -6.4240 0.0438  -0.065
C -5.0107 0.9311 0.9455  -0.431
C 0.1012 -0.1954 -0.5519  -0.338
C -2.1541 3.1810 1.3920  -0.126
C -1.0544 -0.9938 4.2409  -0.218
C -3.2698 5.5348 -5.3498  -0.103
C -3.9138 1.9005 0.5303  -0.219
C 5.6228 -3.9438 -0.5752  -0.203
C -2.3668 3.1125 -2.7197  -0.408
C -0.9162 -2.3972 3.6428  -0.430
C 3.6912 -2.7030 -0.9593  -0.116
H 0.2789 -3.2707 2.0284  0.080
H -1.7828 -1.3271 -1.1690  0.063
H -1.8584 -0.9969 4.9872  0.123
H -4.1829 -0.9744 0.3132  0.077
H -6.6708 0.0191 0.1996  0.071
H -2.6548 5.0290 -6.1035  0.085
H 8.0363 -4.0907 -0.4827  0.057
H -0.1834 1.3852 4.9977  0.087
H -4.3669 2.8797 0.3147  0.122
H 5.5099 -4.0034 0.5193  0.126
H -3.0021 6.5847 -5.3038  0.087
H -0.2547 -1.5924 -2.1100  0.078
H 2.1073 2.3728 0.8411  0.107
H 5.7635 -6.1369 1.0911  0.078
H -3.3700 -0.3747 1.6655  0.053
H -3.3754 1.5479 -0.3558  0.110
H 6.6253 -7.2054 -0.0136  0.071
H -1.3001 -0.2965 3.4350  0.125
H -4.3047 5.3735 -5.6778  0.088
H -2.3057 -3.6761 2.7425  0.073
H -1.7006 3.5068 2.3292  0.087
H -0.3384 0.0880 0.4191  0.097
H 1.0801 -0.5105 -0.1815  0.088
H -2.8407 -2.6540 3.9189  0.069
H 4.3198 1.8158 -1.1643  0.075
H 2.6078 -2.8248 -1.0036  0.079
H -0.6006 -3.1193 4.4047  0.137
H 1.0968 -1.8866 2.8859  0.082
H -0.5058 -2.2231 -0.4948  0.059
H -0.4450 3.6261 -1.6896  0.069
H 8.3076 -5.4152 -1.4317  0.065
H -0.2324 -1.6491 1.8082  0.051
H 2.6955 1.2698 -1.5476  0.056
H 4.5069 2.8730 0.8753  0.070
H -5.4802 1.3857 1.8239  0.137
H -2.9754 3.3345 -1.8403  0.124
H -2.6361 4.0692 0.9637  0.088
H -4.9452 -0.9502 2.0133  0.075
H 2.6923 0.7264 0.7174  0.090
H -0.6623 0.3953 6.4234  0.086
H -1.3008 2.9544 0.7387  0.079
H -3.1951 1.1644 -2.7481  0.086
H -2.4975 3.2191 -4.8613  0.122
H 4.9412 -6.8663 -0.3254  0.076
H -0.7043 1.0746 -1.7097  0.027
H -6.6293 1.5388 -0.1766  0.070
H -4.0932 3.1589 -4.0900  0.131
H -0.2760 3.2344 -3.2888  0.092
H 3.0034 2.9768 -1.2744  0.074
H 3.8997 -2.1886 -1.9084  0.088
H -2.0977 1.4125 -3.7833  0.088
H 6.1000 -3.0298 -0.9207  0.121
H 6.1836 -5.4906 -1.8852  0.135
H 4.0318 -2.0655 -0.1452  0.085
H 1.0073 0.7467 6.1512  0.087
H -1.0966 4.7970 -2.7789  0.083

Atoms 1-3, force components in eV/Å:
O 0.57 0.26 0.23
O 0.79 0.51 0.60
O -0.16 -0.52 0.29

Summary:
- DFT total energy (eV) = -39889.9326
- gap between HOMO and LUMO (eV) = 9.86
- energy relative to the best compared isomer or geometry (same formula, charge and spin) (kJ/mol) = 169.2
- F_max (eV/A) = 2.510
- highest occupied orbital energy (eV) = -9.12
- E_LUMO (eV) = 0.7
- total charge = 0
- SMILES string = COC[C@H](C)N.COC[C@H](C)N.COC[C@H](C)N.COC[C@H](C)N.CCO.CCO

***

The following is a DFT calculation (ωB97M-V with the def2-TZVPD basis set) of C9H22BBeBr2CaClF5LiN2O12P as an isolated structure at a distorted geometry.

Last column: natural (NBO) charge in e.
Cartesian coordinates (Å):
Br -3.7444 1.1370 -1.4397  -0.032
Br -4.6760 -1.5692 -3.7480  0.439
Ca 1.9645 -2.7365 -4.2974  0.273
Cl 0.6986 0.5679 6.9619  -0.514
P 1.9172 1.5499 3.2703  2.477
F -0.6986 -3.7102 4.6836  -0.580
F -0.5277 -2.4083 6.5707  -0.578
F 0.7676 -1.9158 4.7167  -0.609
F -1.5199 -1.5611 4.6778  -0.579
F -5.9390 -3.5469 -3.4448  -0.506
O -1.2877 3.1277 -4.4878  -0.698
O 2.4408 0.0926 2.7643  -0.495
O 2.5815 1.9342 4.7167  -1.084
O 2.2783 2.7458 2.2791  -0.963
O 0.4750 1.4885 3.4415  -1.055
O -3.4148 3.3805 -4.7757  -0.506
O 3.1394 0.1248 1.5248  -0.246
O -2.1042 5.0747 -4.9591  -0.488
O 3.5231 -0.0881 9.8945  -0.502
O 4.4883 -1.7208 8.8750  -0.502
O 5.6336 -0.4218 10.1608  -0.471
O -7.8276 -1.0448 -5.0179  -0.701
N -2.2853 3.8761 -4.7451  0.722
N 4.5504 -0.7422 9.6649  0.694
C 2.2722 -1.1480 -0.3833  -0.260
C 3.6779 -1.3483 -1.0355  -0.612
C 2.2099 0.1307 0.4508  -0.099
C 0.7107 -0.0246 -2.1759  -0.247
C -4.7091 1.2169 -3.1349  -0.460
C 1.3269 0.1034 -3.6176  -0.562
C -0.8442 -0.0893 -2.3851  -0.612
C -5.6565 0.0608 -3.2823  -0.445
C 1.1091 -1.3162 -1.3872  -0.350
B -0.5041 -2.4022 5.1666  1.347
Be 3.0703 0.4494 6.3665  1.350
Li 1.4365 2.4711 -4.2392  0.964
H 0.8955 0.9141 -1.6480  0.202
H 0.2289 -1.7768 -0.9336  0.254
H -1.2624 0.8841 -2.6529  0.251
H 1.1763 0.2923 0.7903  0.226
H 2.1815 -1.9788 0.3301  0.242
H -1.0215 -0.8517 -3.1510  0.199
H 1.9503 -0.7590 -3.8489  0.143
H 2.4297 0.9933 -0.2010  0.162
H 1.9034 1.0507 -3.7029  0.072
H 1.5322 2.7490 1.6602  0.522
H 3.5639 -1.9888 -1.9187  0.179
H 4.1781 -0.4014 -1.2554  0.204
H 4.2747 -1.9397 -0.3353  0.242
H -6.3531 0.2182 -4.1132  0.281
H 0.5014 0.1995 -4.3388  0.251
H -6.2238 -0.1563 -2.3820  0.250
H -3.9614 1.2622 -3.9196  0.260
H -1.2893 -0.3741 -1.4303  0.235
H 1.4575 -2.0726 -2.1311  0.118
H 1.8718 1.6433 5.3709  0.507
H -7.3134 -1.8029 -4.7082  0.431
H -5.2533 2.1575 -3.1108  0.261

Atoms 1-3, force components in eV/Å:
Br -0.30 0.12 0.11
Br -0.99 -0.90 -0.03
Ca 0.05 -1.83 -0.96

Summary:
- DFT total energy (eV) = -232429.9434
- gap between HOMO and LUMO (eV) = 1.76
- F_max (eV/A) = 4.099
- highest occupied orbital energy (eV) = -5.19
- E_LUMO (eV) = -3.4
- total charge = -1

***

The following is a DFT calculation (ωB97M-V with the def2-TZVPD basis set) of a 2-piece molecular cluster, C4H9INO overall at a distorted geometry.

Last column: natural (NBO) charge in e.
Cartesian coordinates (Å):
I 0.4185 -2.0347 2.4411  0.190
O -0.8818 -2.1371 -0.2133  -0.569
N -1.1788 0.3070 -0.9024  -0.722
C -0.1830 1.1745 1.2351  -0.688
C -0.3197 0.0504 0.2904  0.039
C 1.6918 -0.3257 -1.0295  -0.346
C -0.3996 -1.3718 0.5870  0.354
H 1.5159 0.3988 -1.8018  0.190
H -1.1556 1.4087 1.6777  0.241
H 1.5816 -1.3696 -1.2580  0.217
H -0.7792 0.9936 -1.5511  0.443
H 2.4076 -0.0633 -0.2704  0.220
H 0.4895 0.9220 2.0487  0.279
H -1.2617 -0.6403 -1.3489  0.473
H 0.1815 2.0714 0.7383  0.243
H -2.1271 0.6162 -0.6431  0.436

Atoms 1-3, force components in eV/Å:
I -0.14 0.11 -0.39
O -0.02 0.00 0.26
N -0.36 -0.25 -0.11

Summary:
- DFT total energy (eV) = -15922.7414
- gap between HOMO and LUMO (eV) = 8.14
- energy relative to the best compared isomer or geometry (same formula, charge and spin) (kJ/mol) = 212.5
- F_max (eV/A) = 3.501
- highest occupied orbital energy (eV) = -13.52
- E_LUMO (eV) = -5.4
- total charge = +1